The following is a quantum chemistry calculation of a 9-piece molecular cluster, C24H60BF4O20P4 overall at a distorted geometry, from the Open Molecules 2025 dataset.

Last column: Mulliken charge in e.
CARTESIAN COORDINATES (ANGSTROEM)
B  -1.139  1.304  0.631  0.0393
F  -0.612  2.407  -0.121  -0.3264
F  -1.664  1.863  1.772  -0.0714
F  -2.210  0.801  -0.102  -0.4428
F  -0.153  0.430  0.955  0.0727
C  -1.718  -3.481  4.119  -0.9117
C  -3.039  -2.623  3.726  0.8321
O  -4.044  -3.288  3.697  -0.5632
C  -2.878  -1.152  3.467  -0.4452
H  -1.893  -4.519  4.556  0.2621
H  -1.225  -2.755  4.721  0.4711
H  -1.243  -3.621  3.122  0.0354
H  -2.382  -0.779  2.673  -0.2675
H  -2.230  -0.738  4.364  0.3784
H  -3.954  -0.928  3.489  0.2454
C  -2.437  4.603  4.008  -1.0621
C  -3.805  4.099  4.416  1.1230
O  -4.797  4.804  4.514  -0.6135
C  -3.846  2.789  5.032  -0.7593
H  -2.346  5.658  3.588  0.3372
H  -1.988  4.112  3.095  0.0763
H  -1.801  4.463  4.815  0.4065
H  -3.645  1.970  4.407  -0.1157
H  -4.829  2.692  5.464  0.2834
H  -3.039  2.863  5.795  0.3976
C  1.945  3.511  2.711  -1.1876
C  2.952  3.331  1.661  0.7261
O  3.455  4.263  1.003  -0.6470
C  3.334  1.923  1.333  -0.2917
H  0.912  2.855  2.542  0.0345
H  1.399  4.407  2.679  0.4356
H  2.384  3.364  3.692  0.3585
H  3.246  1.262  2.155  0.6801
H  4.261  1.773  0.597  0.1305
H  2.445  1.473  0.964  -0.3717
C  -4.921  1.755  1.255  0.1809
C  -6.382  2.362  1.167  0.5789
O  -7.386  1.607  1.166  -0.6222
C  -6.526  3.835  1.263  -0.9988
H  -4.116  2.253  0.862  0.2817
H  -5.003  0.669  0.865  -0.2068
H  -4.543  1.855  2.379  -0.1543
H  -7.525  3.838  1.578  0.3833
H  -6.504  4.358  0.283  0.2636
H  -5.781  4.307  1.987  0.1858
C  -5.081  -2.040  0.507  -0.4613
O  -4.734  -3.098  -0.407  -0.4530
P  -3.718  -4.252  -0.049  0.5459
O  -3.156  -4.990  -1.232  -0.7710
O  -2.561  -3.460  0.684  0.3650
C  -1.668  -2.564  -0.019  -1.1086
O  -4.341  -5.186  1.018  -0.2138
C  -3.512  -6.232  1.532  -0.5291
H  -4.136  -1.567  0.915  -0.2405
H  -5.618  -2.486  1.243  0.4375
H  -5.844  -1.522  0.112  0.5351
H  -1.269  -1.694  0.511  -0.1992
H  -2.317  -1.834  -0.791  0.1836
H  -0.819  -2.878  -0.450  1.0651
H  -3.288  -7.147  0.690  0.2505
H  -4.041  -6.711  2.469  0.2341
H  -2.435  -5.893  1.911  0.1638
C  4.678  -4.439  -1.933  -0.7334
O  3.895  -3.318  -1.396  0.2376
P  3.825  -2.956  0.069  0.1246
O  4.564  -3.911  1.044  -0.8211
O  4.601  -1.538  0.276  0.0956
C  6.064  -1.426  0.241  -0.8820
O  2.283  -2.780  0.548  0.1731
C  2.004  -1.970  1.600  -0.0014
H  4.262  -5.218  -1.548  0.4048
H  5.742  -4.351  -1.576  0.2896
H  4.835  -4.362  -3.054  0.0920
H  6.197  -0.367  0.038  0.2342
H  6.614  -2.065  -0.482  0.2304
H  6.357  -1.616  1.136  0.4234
H  0.909  -1.663  1.643  -0.0148
H  2.343  -0.975  1.443  -0.2773
H  2.687  -2.134  2.431  0.4846
C  3.364  -2.918  -5.661  -0.7608
O  3.171  -2.782  -4.226  -0.3213
P  3.196  -1.296  -3.484  0.0655
O  2.671  -0.345  -4.440  -0.7128
O  2.230  -1.426  -2.175  0.6056
C  1.215  -0.428  -1.932  0.3646
O  4.604  -0.948  -3.105  0.0056
C  5.089  0.333  -2.589  -0.1720
H  4.439  -2.816  -5.861  0.2887
H  2.874  -2.150  -6.265  0.2556
H  2.908  -3.913  -5.904  0.2366
H  1.840  0.494  -1.748  -0.3083
H  0.575  -0.555  -0.939  -0.2761
H  0.562  -0.051  -2.852  0.2802
H  4.692  0.493  -1.724  -0.1233
H  4.629  1.167  -3.282  -0.0684
H  6.073  0.411  -2.554  0.6048
C  -0.962  2.186  -3.386  -0.3915
O  0.030  1.837  -4.455  -0.3527
P  1.344  2.686  -4.628  0.7206
O  0.971  4.156  -4.655  -0.8083
O  2.332  2.403  -3.344  0.4056
C  2.452  3.440  -2.320  -0.7789
O  2.206  2.390  -5.973  -0.2944
C  3.533  2.980  -6.097  -0.7664
H  -1.827  1.578  -3.635  0.2543
H  -1.052  3.195  -3.124  0.4806
H  -0.469  1.854  -2.533  -0.1127
H  2.899  4.296  -2.947  0.2832
H  3.123  3.052  -1.743  0.4632
H  1.545  3.737  -1.617  0.0549
H  4.161  2.382  -6.599  0.4300
H  4.218  3.050  -5.219  0.2112
H  3.368  4.157  -6.470  0.2320

Properties
- energy above the lowest of the compared OMol25 structures with the same formula, charge and spin (kcal per mole) = 0.0
- charge = -1
- E (Ha) = -4245.2652
- highest occupied orbital energy (eV) = -7.45
- E_LUMO (eV) = 1.974
- HOMO-LUMO gap (eV) = 9.42